Entry from OMol25: a structure of composition C22H66Ba2O20 in a non-equilibrium geometry (wB97M-V/def2-TZVPD).

Summary:
Electronic energy = -66193.250 eV
2S+1 = 1
Highest occupied orbital energy = -0.340 Ha
Frontier orbital gap = 2.21 eV
LUMO = -7.056 eV
Total charge = +2
Molar mass = 925.4 g/mol

Last column: Mulliken charge in e.
Positions of all 110 atoms, in Å:
Ba: 2.85214 2.72278 -3.58044  1.873
Ba: -3.47316 -3.88316 6.12746  1.813
C: 0.75136 -0.08050 2.03526  -0.923
C: -0.23155 -0.95965 2.41139  0.545
C: -1.26514 -1.47505 1.42517  0.817
O: -2.23614 -2.30722 1.70482  -0.932
C: -1.25394 -1.14177 0.11138  -0.976
C: -0.27176 -0.18208 -0.37493  0.705
C: 0.76477 0.45568 0.70146  0.553
O: 1.62523 1.25853 0.31077  -0.792
O: -0.07929 0.14505 -1.56044  -0.766
O: -0.13360 -1.48156 3.62103  -0.902
H: 1.55467 0.24760 2.67827  0.473
H: -1.98377 -1.43614 -0.62828  0.420
C: 1.74727 -5.47874 0.59466  -0.397
O: 1.23021 -6.64080 1.21076  -0.535
H: 0.92672 -4.93638 0.12496  0.176
H: 2.31961 -4.91143 1.32862  0.207
H: 2.44738 -5.81676 -0.16934  0.251
H: 1.95972 -7.17139 1.53921  0.298
C: -0.15452 5.27442 3.02074  -0.510
O: -1.02789 6.09394 3.75617  -0.509
H: 0.78421 4.98878 3.49538  0.243
H: -0.62082 4.37725 2.61360  0.211
H: 0.18818 5.91794 2.21047  0.255
H: -1.88142 5.93357 3.34707  0.312
C: -3.58382 1.29910 5.19484  -0.437
O: -3.67350 0.40434 6.34218  -0.535
H: -4.26717 2.13997 5.31346  0.271
H: -2.57171 1.70008 5.14070  0.232
H: -3.72276 0.75791 4.25894  0.189
H: -3.53973 0.83746 7.18841  0.299
C: 6.36265 2.39175 2.67416  -0.480
O: 5.41075 3.29892 2.25003  -0.470
H: 7.21243 2.97785 3.02409  0.232
H: 5.96469 1.75167 3.46158  0.222
H: 6.62236 1.66266 1.90664  0.209
H: 4.69224 2.81032 1.84186  0.289
C: 5.51890 6.93182 -1.24564  -0.576
O: 5.03578 5.64034 -1.21586  -0.489
H: 5.20008 7.43465 -2.15867  0.208
H: 5.03393 7.46251 -0.42633  0.264
H: 6.60414 7.01774 -1.19111  0.272
H: 5.16312 5.30413 -0.32572  0.325
C: -4.23222 -0.70775 -5.32665  -0.531
O: -3.38049 0.29993 -4.79609  -0.470
H: -3.93615 -1.04146 -6.32118  0.298
H: -3.97288 -1.60811 -4.76969  0.124
H: -5.30421 -0.63763 -5.14221  0.270
H: -2.75706 -0.05927 -4.16056  0.314
C: 0.27508 3.70774 -7.61474  -0.556
O: -0.07029 3.35261 -6.28820  -0.468
H: 0.23144 2.91102 -8.35732  0.276
H: -0.30788 4.46751 -8.13531  0.291
H: 1.28732 4.10830 -7.55972  0.181
H: -0.92336 2.91260 -6.27210  0.291
C: -1.00106 5.78121 -2.23402  -0.582
O: 0.39684 6.06182 -2.35907  -0.493
H: -1.22809 4.73915 -2.00889  0.210
H: -1.44106 6.36690 -1.42688  0.288
H: -1.61401 6.07666 -3.08555  0.300
H: 0.48658 7.00978 -2.48126  0.288
C: -6.13424 -4.11152 -1.93060  -0.397
O: -5.38707 -5.09707 -1.24557  -0.511
H: -6.07123 -4.24518 -3.01053  0.196
H: -7.16045 -4.25280 -1.59143  0.226
H: -5.71720 -3.18134 -1.54466  0.180
H: -5.06637 -4.73361 -0.41693  0.307
C: -6.79045 -7.32007 3.21597  -0.510
O: -5.49796 -6.80246 3.56302  -0.511
H: -7.43751 -7.03622 4.04593  0.203
H: -7.24441 -6.84793 2.34469  0.254
H: -6.77474 -8.40346 3.09711  0.258
H: -4.89400 -7.01591 2.84797  0.311
C: -5.63425 1.68397 -0.68702  -0.387
O: -6.60458 2.54188 -0.15126  -0.537
H: -4.69785 2.19850 -0.90272  0.175
H: -5.40999 0.84761 -0.02498  0.211
H: -6.01084 1.30952 -1.63890  0.240
H: -7.40491 2.11372 0.16141  0.300
C: -1.19640 -4.76128 -4.19813  -0.439
O: -0.19749 -5.22808 -5.13653  -0.525
H: -1.03345 -3.70175 -4.00077  0.185
H: -2.22034 -4.84980 -4.56119  0.217
H: -1.19958 -5.36084 -3.28785  0.256
H: 0.52691 -5.62035 -4.64361  0.306
C: 2.45963 2.22565 7.47618  -0.389
O: 3.27114 2.20289 8.67452  -0.513
H: 2.69162 3.11026 6.88310  0.234
H: 2.62432 1.31374 6.90226  0.163
H: 1.39807 2.22605 7.72357  0.207
H: 4.19001 2.17148 8.39831  0.299
C: 4.68913 -1.76468 -1.77674  -0.575
O: 5.08919 -0.49303 -2.17571  -0.484
H: 3.68095 -1.95714 -2.14364  0.186
H: 5.30163 -2.55017 -2.21940  0.323
H: 4.69918 -1.75450 -0.68683  0.262
H: 6.03890 -0.55112 -2.04810  0.304
C: 4.91023 -2.72286 6.28276  -0.435
O: 4.23565 -2.80762 5.05196  -0.473
H: 4.54295 -1.86511 6.84621  0.184
H: 4.75080 -3.68811 6.76336  0.225
H: 5.96890 -2.55976 6.08100  0.201
H: 3.30330 -2.59600 5.13877  0.297
C: 2.51288 -1.05112 -7.24401  -0.533
O: 3.29972 -0.00499 -6.83713  -0.501
H: 2.96745 -2.00466 -6.97526  0.294
H: 1.60566 -0.99742 -6.64219  0.185
H: 2.33190 -1.08038 -8.31848  0.268
H: 4.18550 -0.00407 -7.20726  0.297

Cartesian forces (eV/Å) of the 6 atoms listed first:
-0.8 -0.6 0.8
0.5 0.7 -1.1
-0.2 1.4 -2.3
1.0 -2.1 4.1
-3.5 -2.7 0.4
1.7 1.2 1.6

---

Entry from OMol25: a cluster of 10 separate species, C37H58O28 in total in a non-equilibrium geometry (wB97M-V/def2-TZVPD).

Summary:
Electronic energy = -96626.315 eV
2S+1 = 2
Highest occupied orbital energy (alpha / beta) = -0.457 / -0.457 Ha
Frontier orbital gap (alpha / beta) = 10.05 / 2.62 eV
LUMO (alpha / beta) = -2.382 / -9.809 eV
Total charge = +1
Molar mass = 950.8 g/mol
Expectation value of S² = 0.755

Last column: Mulliken charge in e.
Positions of all 123 atoms, in Å:
C: -0.14805 1.15275 1.12411  0.140
O: 0.05742 1.21201 -0.27456  1.367
H: 0.78671 1.06790 1.67830  0.128
H: -0.67617 2.04000 1.47337  0.192
H: -0.87105 0.39783 1.43309  -0.339
H: 0.39785 0.41159 -0.68079  -0.304
C: -2.11938 4.29666 -1.38028  -1.012
C: -3.52408 3.74307 -1.20263  0.602
C: -3.77477 2.35097 -0.40381  0.811
O: -4.98383 2.68427 0.26051  -0.369
C: -5.29097 3.93079 0.18925  0.451
O: -6.27760 4.37976 0.64457  -0.517
O: -4.28473 4.63702 -0.53235  -0.373
H: -1.45612 3.47628 -1.65444  0.018
H: -1.80292 4.61040 -0.38553  0.323
H: -2.11201 5.11054 -2.10530  0.431
H: -3.92436 3.51945 -2.19151  0.195
H: -3.02197 2.02192 0.31251  -0.585
H: -4.07325 1.54551 -1.07482  0.029
C: 3.69772 -0.69174 1.04049  -0.513
C: 4.27224 0.35560 2.05603  0.560
C: 4.91063 0.03639 3.34345  -0.489
O: 6.33666 0.27811 3.10420  -0.297
C: 6.40888 1.00363 2.01599  0.489
O: 7.48107 1.56877 1.59415  -0.623
O: 5.24202 1.10518 1.40065  -0.108
H: 2.81240 -1.17106 1.45830  0.290
H: 4.31030 -1.56026 0.79860  0.528
H: 3.37194 -0.10411 0.18220  -0.328
H: 3.49769 1.05765 2.36473  -0.069
H: 4.76340 -1.01126 3.60586  0.341
H: 4.43664 0.62282 4.13055  0.268
C: -0.02606 -2.73053 -5.14963  -1.104
C: -1.15418 -1.60183 -5.28651  0.257
C: -2.30083 -1.73644 -4.27570  -0.583
O: -1.95448 -0.83180 -3.20996  -0.028
C: -0.99021 0.13459 -3.69518  0.435
O: -0.57021 1.10056 -3.10580  -0.456
O: -0.49142 -0.43123 -4.90373  -0.340
H: 0.27402 -2.87258 -4.11142  0.000
H: 0.91864 -2.68674 -5.69160  0.399
H: -0.44071 -3.69363 -5.44731  0.441
H: -1.33080 -1.64075 -6.36140  0.307
H: -2.35176 -2.77568 -3.95091  0.332
H: -3.25403 -1.38269 -4.66861  0.320
C: 3.57633 3.12769 -0.71577  -0.976
C: 2.95687 4.55672 -0.51065  0.490
C: 1.40888 4.53799 -0.81947  0.367
O: 0.98598 5.40326 0.15193  -0.340
C: 1.88615 5.49475 1.20623  0.557
O: 1.64591 6.06460 2.25810  -0.572
O: 2.98331 4.89763 0.92263  -0.351
H: 3.49824 2.38356 0.07686  -0.092
H: 4.65482 3.20313 -0.85452  0.622
H: 3.13438 2.71331 -1.62190  0.056
H: 3.47100 5.33060 -1.08063  0.415
H: 0.91460 3.56740 -0.77769  -0.589
H: 1.23911 4.92782 -1.82311  0.364
C: 2.44598 -5.74361 -2.61398  -1.483
C: 1.29013 -5.00436 -1.81809  0.251
C: 1.51403 -4.99008 -0.32603  -0.608
O: 1.22748 -3.69117 0.10141  -0.157
C: 1.04584 -2.95420 -0.94122  -0.578
O: 0.89460 -1.72419 -0.92565  0.234
O: 1.42044 -3.65593 -2.01177  -0.092
H: 2.42636 -5.69233 -3.70260  0.364
H: 2.54985 -6.82575 -2.53475  0.403
H: 3.44350 -5.41681 -2.32031  0.321
H: 0.24597 -5.17272 -2.08168  0.411
H: 2.50230 -5.29942 0.01416  0.458
H: 0.74549 -5.69354 -0.00572  0.284
C: -1.13665 -2.89902 2.82692  -0.708
C: -1.11062 -3.87298 4.05916  0.107
C: -1.16658 -5.40268 3.91565  -0.363
O: 0.00783 -5.85838 4.60467  -0.337
C: 0.84085 -4.75166 4.91627  0.587
O: 1.99262 -4.87667 5.30570  -0.517
O: 0.12498 -3.60088 4.60123  -0.376
H: -0.88595 -1.84513 2.94761  0.338
H: -2.12242 -3.05827 2.38990  0.214
H: -0.49209 -3.19140 1.99797  -0.020
H: -1.82981 -3.54680 4.81048  0.417
H: -1.31281 -5.75920 2.89604  0.290
H: -2.03336 -5.64726 4.52964  0.284
C: -5.25329 -1.51390 0.94580  -1.377
C: -4.22683 -1.84642 -0.12547  0.522
C: -2.91678 -1.12856 0.00178  1.051
O: -1.97311 -2.12631 -0.46222  0.757
C: -2.51925 -3.32663 -0.32392  0.031
O: -1.93791 -4.38550 -0.39362  -0.550
O: -3.80478 -3.12734 0.03704  -0.434
H: -5.68889 -0.53529 0.74413  0.336
H: -4.81505 -1.50680 1.94380  0.294
H: -6.02150 -2.28625 0.90810  0.417
H: -4.53055 -1.58171 -1.13827  0.322
H: -2.83255 -0.55015 0.92181  -0.792
H: -2.84586 -0.38490 -0.79198  -0.414
C: -5.05323 4.91481 4.50380  -1.636
C: -4.14936 4.22535 3.46745  0.764
C: -2.68002 4.04269 3.84089  -0.513
O: -2.35808 2.77194 3.24219  -0.258
C: -3.46615 2.05021 3.05943  0.626
O: -3.59028 0.86646 2.76780  -0.528
O: -4.51012 2.85268 3.42731  -0.329
H: -4.96278 5.99599 4.39913  0.413
H: -5.07952 4.47074 5.49889  0.387
H: -6.05592 4.71359 4.12668  0.398
H: -4.27544 4.72139 2.50508  0.079
H: -2.53730 4.31616 4.88633  0.224
H: -2.18086 4.81551 3.25634  0.353
C: 5.17455 -0.86037 -2.15801  -1.246
C: 4.56809 -0.32362 -3.42759  0.876
C: 2.97916 -0.15239 -3.27082  0.487
O: 2.79612 1.14172 -3.81351  -0.340
C: 3.97023 1.77699 -4.07200  0.544
O: 4.11969 2.96480 -4.54001  -0.616
O: 5.02392 0.95229 -3.73617  -0.354
H: 5.18112 -0.14428 -1.33626  0.164
H: 6.25428 -1.00254 -2.20349  0.473
H: 4.74669 -1.77899 -1.75654  0.232
H: 4.71606 -1.06505 -4.21276  0.195
H: 2.58303 -0.18646 -2.25591  -0.479
H: 2.39907 -0.74313 -3.97978  0.028

Cartesian forces (eV/Å) of the 6 atoms listed first:
-0.7 1.4 -0.3
-1.0 1.4 1.6
0.4 -0.6 -0.1
0.4 0.5 -0.6
0.2 -1.3 -0.3
0.7 -1.8 -0.5

---

Entry from OMol25: a structure of composition C28H49BGeN8RuS3 (wB97M-V/def2-TZVPD).

Summary:
Electronic energy = -134029.731 eV
2S+1 = 6
Highest occupied orbital energy (alpha / beta) = -0.346 / -0.398 Ha
Frontier orbital gap (alpha / beta) = 7.93 / 7.36 eV
LUMO (alpha / beta) = -1.494 / -3.467 eV
Total charge = +1
Molar mass = 778.4 g/mol
Expectation value of S² = 8.767

Last column: Mulliken charge in e.
Positions of all 91 atoms, in Å:
Ru: -0.00014 -0.60894 0.60868  1.731
C: 4.58497 -0.21150 1.02190  -1.211
C: 4.99244 -0.14400 -0.45110  1.184
C: 6.29719 0.64362 -0.55246  -2.202
C: 5.22202 -1.52760 -1.06003  -1.522
N: 3.92694 0.57795 -1.21983  0.552
C: 4.11954 1.79206 -1.85412  -0.144
C: 2.94247 2.15368 -2.39690  -1.467
N: 2.01678 1.17592 -2.10350  -0.035
B: 0.54110 1.43025 -2.52176  0.960
N: -0.15705 2.45429 -1.60193  -0.023
C: -1.06551 3.34181 -2.13938  -1.231
C: -1.53167 4.11113 -1.14550  -0.443
N: -0.91399 3.70719 0.02885  0.720
C: -0.07068 2.68598 -0.26875  0.028
S: 0.91727 1.76457 0.80888  -0.461
C: -1.21781 4.45808 1.29703  1.263
C: -0.53279 3.90131 2.53780  -2.180
C: -2.73095 4.39183 1.50969  -1.434
C: -0.75226 5.90282 1.08830  -1.616
N: -0.26600 0.11385 -2.72710  0.452
C: 0.08041 -0.70624 -3.78155  -1.162
C: -0.74917 -1.76306 -3.78431  -0.595
N: -1.62481 -1.61245 -2.71817  0.784
C: -1.28743 -0.46652 -2.07628  -0.138
S: -1.96806 0.11962 -0.59607  -0.553
C: -2.91254 -2.37895 -2.58767  1.260
C: -4.01638 -1.51182 -3.19189  -1.841
C: -2.77946 -3.67839 -3.37849  -2.004
C: -3.24243 -2.72062 -1.12614  -1.379
C: 2.62790 0.22266 -1.38009  0.167
S: 1.90186 -1.23337 -0.78005  -0.379
H: 5.39550 -0.66210 1.59688  0.517
H: 3.68544 -0.80643 1.16261  -0.014
H: 4.40487 0.79323 1.40972  0.351
H: 7.05921 0.09893 0.00218  0.458
H: 6.21400 1.63570 -0.10654  0.481
H: 6.64151 0.73239 -1.58368  0.495
H: 6.03545 -2.01780 -0.52239  0.481
H: 5.51563 -1.43671 -2.10768  0.393
H: 4.34037 -2.16019 -0.99451  0.262
H: 5.06932 2.28998 -1.88044  0.550
H: 2.67834 3.02153 -2.97703  0.620
H: 0.59356 1.93601 -3.61048  -0.201
H: -1.29329 3.34016 -3.19162  0.636
H: -2.24227 4.91648 -1.16717  0.588
H: -0.81948 2.87080 2.74022  0.330
H: -0.84750 4.51834 3.38038  0.555
H: 0.55123 3.95512 2.46520  0.494
H: -3.06601 3.35476 1.57011  0.225
H: -3.28331 4.89323 0.71451  0.404
H: -2.98099 4.88902 2.44660  0.456
H: 0.32532 5.93832 0.92157  0.364
H: -0.97905 6.48555 1.98172  0.444
H: -1.25153 6.38037 0.24540  0.385
H: 0.88549 -0.45177 -4.44992  0.631
H: -0.79845 -2.59581 -4.45910  0.604
H: -3.80722 -1.28747 -4.23964  0.383
H: -4.11503 -0.57655 -2.63956  0.336
H: -4.96945 -2.03970 -3.13616  0.480
H: -2.66841 -3.50727 -4.44892  0.504
H: -3.69333 -4.25364 -3.23980  0.516
H: -1.94306 -4.28212 -3.02042  0.376
H: -3.78083 -1.91590 -0.63416  0.466
H: -2.34672 -2.91613 -0.54700  -0.034
H: -3.87184 -3.61053 -1.10074  0.510
N: 1.37832 -3.62067 1.60541  -0.080
C: 1.68784 -4.92636 1.49663  -0.462
C: 0.91640 -5.42818 0.47575  -0.794
C: 0.16779 -4.33054 0.02534  -0.520
N: 0.45191 -3.23578 0.71951  0.371
H: 1.77111 -2.93488 2.22688  0.147
H: 2.41534 -5.38605 2.14529  0.465
H: 0.89854 -6.44179 0.11348  0.423
H: -0.54220 -4.29213 -0.78231  0.435
C: -2.83739 -2.39384 2.77712  -0.695
Ge: -1.89054 -0.82086 3.48035  0.531
C: -2.85548 0.83340 3.01223  -0.804
C: -1.80161 -0.93712 5.44113  -1.304
C: -0.05433 -0.80637 2.74992  -1.077
H: -3.78821 -2.53715 3.29291  0.435
H: -2.23913 -3.29710 2.91078  0.321
H: -3.04278 -2.27689 1.71070  -0.180
H: -3.88113 0.79465 3.38350  0.483
H: -2.90143 0.98598 1.93156  -0.076
H: -2.37472 1.70542 3.46312  0.321
H: -2.80925 -0.88935 5.85961  0.389
H: -1.21645 -0.11924 5.86389  0.366
H: -1.34699 -1.87722 5.75717  0.366
H: 0.48850 0.03862 3.18212  0.552
H: 0.41663 -1.72156 3.11971  0.260

Cartesian forces (eV/Å) of the 6 atoms listed first:
-0.1 0.3 0.5
0.0 0.0 0.0
0.1 -0.1 0.1
0.0 0.0 0.0
0.0 0.0 0.0
-0.1 0.1 -0.1

---

Entry from OMol25: a cluster of 2 separate species, C3H6BrNO4 in total in a non-equilibrium geometry (wB97M-V/def2-TZVPD).

Summary:
Electronic energy = -82925.827 eV
2S+1 = 1
Highest occupied orbital energy (alpha / beta) = -0.355 / -0.352 Ha
Energy above the lowest of the compared OMol25 structures with the same formula, charge and spin = 31.2 kcal per mole
Frontier orbital gap (alpha / beta) = 7.05 / 6.69 eV
LUMO (alpha / beta) = -2.627 / -2.876 eV
Molar mass = 200.0 g/mol

Last column: Mulliken charge in e.
Positions of all 15 atoms, in Å:
C: 0.99910 1.41543 -0.67027  -1.095
C: -0.07181 0.91578 0.35708  0.042
C: -0.07179 -0.61426 0.41182  0.446
N: -0.75336 -1.23832 -0.70907  0.665
O: -1.03154 -0.66946 -1.71244  -0.494
O: -0.49595 -2.59905 -0.86274  -0.404
O: 0.15284 1.39278 1.59597  -0.501
O: 0.40648 -1.27212 1.26180  -0.509
Br: -2.74029 -1.32908 1.05003  -0.302
H: 1.94477 0.80556 -0.37711  0.298
H: 1.17399 2.59715 -0.48430  0.264
H: 0.74426 1.32151 -1.68058  0.395
H: -1.02673 1.18381 -0.09731  0.420
H: 0.99208 1.06432 1.86152  0.359
H: -0.22204 -2.97404 0.05561  0.417

Cartesian forces (eV/Å) of the 6 atoms listed first:
2.0 1.4 3.2
-0.1 -0.4 -3.1
-0.4 2.0 1.3
-0.6 -2.5 -1.1
-0.1 0.1 0.2
0.3 0.0 1.6